one | Entry from the Open Molecules 2025 dataset: a cluster of 13 separate species, C39H91N13O13 in total (ωB97M-V with the def2-TZVPD basis set).

The geometry in XYZ format:
```
156
Properties=species:S:1:pos:R:3:mulliken_charge:R:1
C 6.979 1.676 -8.577 -0.98
H 0.039 9.195 5.010 0.27
H 10.518 -0.203 0.234 0.35
H -3.657 -9.974 -2.554 0.28
O 7.883 1.642 2.628 -0.57
O -2.666 -7.200 -1.635 -0.63
H 0.604 10.874 3.660 0.26
C -1.790 -4.380 7.865 -0.90
O -6.122 6.668 -0.116 -0.57
H 0.594 1.686 1.296 0.29
C 10.700 0.815 0.578 -0.81
C -1.978 8.373 -5.031 -0.83
C -1.203 -0.510 0.652 0.11
H -6.203 -8.443 0.017 0.28
N 2.934 -5.426 -7.854 0.10
H 3.338 7.911 3.995 0.33
H -5.242 1.194 -8.252 0.35
C -5.265 -8.992 -0.066 -1.09
H 6.658 -4.353 1.061 0.32
C -5.476 0.175 -8.560 -0.92
H -3.148 -4.926 10.259 0.36
H -5.862 0.902 -6.231 0.27
H -1.170 -4.534 8.748 0.33
O 1.589 8.168 -4.707 -0.63
C -5.565 -2.071 -7.702 -0.93
H 2.052 -3.658 -7.383 0.36
O -1.164 -0.521 1.924 -0.62
H 11.774 0.927 0.725 0.27
H 4.963 -6.549 1.625 0.33
H -7.592 5.134 3.278 0.32
C 2.955 -4.213 -7.128 -0.92
H -4.864 3.751 1.149 0.38
H -5.063 4.657 -0.079 0.32
H -3.583 -7.351 0.294 0.33
N 5.783 2.233 -8.032 0.09
H -4.740 -9.227 0.859 0.43
H -1.618 -5.051 7.023 0.28
N -5.739 -0.709 -7.370 0.01
H 4.317 1.111 9.804 0.32
H 2.929 -4.331 -6.045 0.33
C -8.509 -3.510 2.726 -1.00
C 5.538 4.010 8.479 -0.86
C 5.019 3.154 -8.831 -0.92
N 5.021 -4.369 2.267 0.08
C 4.949 2.003 9.671 0.10
H -2.602 8.934 -4.335 0.30
H 4.373 -4.772 -9.178 0.27
C 3.507 2.754 7.717 -0.98
H 4.316 2.198 -6.562 0.27
H 7.852 2.313 -8.721 0.31
C 2.072 -6.418 -7.356 -0.90
C -0.387 7.582 -2.964 -0.85
H 9.822 -0.839 2.641 0.33
O -10.158 -6.050 4.542 -0.61
H 3.385 8.795 2.578 0.34
H 0.745 1.833 -0.451 0.36
H -5.578 -9.996 -0.351 0.38
C 3.594 -5.529 -8.995 0.19
H -7.707 3.583 2.568 0.28
C 1.467 10.388 3.178 0.19
N -9.548 -4.216 3.393 0.12
N -0.308 0.184 -0.114 0.06
H -3.155 -6.284 9.098 0.33
C -9.317 -5.162 4.309 0.17
C 5.356 1.923 -6.796 0.19
N -3.202 -4.300 8.317 0.09
C 0.631 8.522 4.389 -0.97
H -8.279 -3.582 1.663 0.33
H -11.652 -4.553 3.369 0.32
N 4.531 2.893 8.708 0.08
H 6.725 1.014 -9.404 0.37
H -2.566 7.484 -5.259 0.28
H 2.672 3.424 7.924 0.35
H 2.963 1.839 7.950 0.34
N -0.607 8.070 -4.386 0.09
C 10.171 0.126 3.010 -0.82
O 6.078 1.333 -6.020 -0.60
O 2.085 10.863 2.185 -0.62
O -5.560 -0.911 -5.220 -0.60
C 2.666 8.292 3.225 -0.95
H 2.435 7.314 2.803 0.36
H 5.500 -2.930 0.794 0.32
H 1.034 7.728 5.018 0.31
C -10.864 -4.072 2.789 -0.99
N -4.306 -8.561 -1.094 0.07
H -5.903 -2.228 -8.726 0.36
H -0.780 8.251 -2.198 0.32
C 0.734 1.121 0.374 -0.94
H -7.595 -3.478 3.319 0.32
H 10.367 1.436 -0.254 0.27
C -6.679 6.263 0.869 0.18
C 0.445 8.405 -5.112 0.19
H -4.612 -5.300 9.528 0.31
H 3.812 -3.579 -7.355 0.28
H -11.031 -4.404 1.764 0.33
H 11.240 0.191 3.209 0.28
H -0.048 8.257 3.579 0.41
H 0.588 0.369 -1.957 0.28
H -6.308 3.383 0.004 0.31
H 3.925 -6.135 2.960 0.31
H 6.409 3.482 8.090 0.29
C 8.680 1.550 1.728 0.14
H -3.662 -2.612 7.239 0.30
H 8.488 1.876 0.694 0.24
O 4.357 -3.852 4.444 -0.61
H 5.117 -4.505 0.191 0.30
C -5.723 -0.188 -6.158 0.20
O 5.982 2.098 10.362 -0.59
H -6.131 4.203 3.075 0.33
H 3.734 2.551 6.671 0.34
H 5.044 4.710 7.806 0.32
H -5.392 -9.709 -2.506 0.38
H 1.182 -5.896 -7.003 0.35
H -1.460 -3.473 7.358 0.34
H -4.384 -8.491 -3.241 0.32
H 9.640 0.380 3.927 0.27
H -8.400 -5.088 4.914 0.32
H -8.690 -2.444 2.871 0.35
H 1.726 0.689 0.240 0.37
H -4.705 -0.355 -9.120 0.33
H -0.977 6.689 -2.758 0.29
H 1.737 -7.181 -8.058 0.30
H 4.829 -2.487 2.871 0.27
O 3.280 -6.469 -9.799 -0.65
H 4.970 2.903 -9.890 0.31
C -4.072 -3.258 8.031 0.15
H -5.988 -2.800 -7.010 0.30
C -5.728 4.101 0.583 -1.07
N 1.652 9.169 3.620 0.07
H 5.650 -6.236 3.111 0.32
C 5.631 -3.991 1.003 -0.91
C -3.544 -5.288 9.311 -0.98
C 4.699 -3.489 3.308 0.19
C 0.039 -0.386 -1.395 -0.92
H 5.943 4.595 9.304 0.29
C -3.458 -7.588 -0.774 0.16
H -1.891 -1.153 0.083 0.32
H -6.410 0.182 -9.121 0.29
H 3.976 3.093 -8.523 0.30
H 0.619 -1.307 -1.344 0.35
H 0.687 7.512 -2.791 0.29
H -4.500 -2.307 -7.682 0.35
C 4.856 -5.861 2.465 -0.95
H 2.611 -7.000 -6.608 0.29
C -4.426 -9.212 -2.424 -0.90
H 5.401 4.129 -8.526 0.33
O -5.164 -3.037 8.591 -0.60
N -6.584 4.963 1.297 0.06
H -11.219 -3.044 2.859 0.35
N 9.892 0.916 1.788 0.06
C -7.071 4.468 2.590 -0.84
H 0.251 8.951 -6.048 0.26
H -7.432 6.776 1.487 0.29
H -1.853 8.969 -5.935 0.28
H -0.803 -0.725 -1.998 0.34
H 7.329 0.952 -7.841 0.33
```

The net charge is 0. The highest occupied orbital energy is -0.3400 hartree.

***

two | Entry from the Open Molecules 2025 dataset: a cluster of 13 separate species, C39H91N13O13 in total (ωB97M-V with the def2-TZVPD basis set).

The geometry in XYZ format:
```
156
Properties=species:S:1:pos:R:3:mulliken_charge:R:1
N 4.810 0.974 26.234 0.17
C -1.527 4.583 26.931 -1.08
C 0.923 6.718 18.936 0.23
H 5.423 1.317 24.192 0.31
C -3.544 4.654 22.005 0.14
H -1.150 5.119 24.111 0.09
H -2.574 9.726 20.130 0.27
C -0.969 7.349 17.515 -1.05
H 4.762 1.035 20.525 0.41
O 3.787 4.931 20.909 -0.80
H 0.383 1.173 17.159 0.06
H 2.096 -3.795 24.578 0.41
H -2.928 5.492 21.610 0.15
H 3.213 4.390 22.712 0.28
C -0.195 1.544 16.411 -0.41
H 0.521 4.392 17.961 -0.10
H 0.311 5.192 16.383 0.36
H 1.376 0.053 21.719 0.06
C -0.636 5.690 24.848 -0.71
N 4.614 4.801 28.768 0.11
H -1.016 -3.701 23.833 0.42
H -6.023 3.085 20.954 0.29
C 0.474 2.687 22.540 0.51
H 5.748 2.508 27.445 0.36
C 4.928 2.376 26.701 -0.87
H -5.116 2.758 22.510 -0.11
H -0.191 8.060 23.045 0.61
H 4.039 7.992 21.547 0.37
H 4.155 2.102 21.742 0.01
H 6.826 4.804 28.406 0.25
C -3.175 -1.307 20.278 -0.95
C 3.700 5.137 22.127 0.43
H 2.803 -0.849 21.099 0.60
H 5.106 6.558 24.458 0.38
H 1.780 -1.250 25.202 0.27
N -1.278 0.653 16.108 0.26
H -5.872 -0.455 26.786 0.31
H 4.618 2.913 29.843 0.31
H 0.518 10.406 21.422 0.28
H 3.034 3.681 29.622 0.22
C -0.506 10.330 21.814 -0.97
C -2.144 8.850 20.704 -0.10
N -1.043 9.072 21.443 0.41
C 3.795 5.215 27.780 0.21
H 3.659 5.921 24.624 -0.22
H 4.357 -0.928 26.789 0.43
H 0.488 1.616 15.487 0.25
H -4.111 -0.729 26.904 0.33
H -0.542 10.485 22.852 0.33
O 4.047 6.064 26.968 -0.62
O -4.783 1.905 26.981 -0.67
H -0.144 2.250 21.745 -0.42
H 0.858 8.074 21.642 0.24
H -0.824 8.194 18.154 0.27
H 5.693 7.539 21.972 0.37
C 5.089 0.583 24.971 0.24
H -4.237 1.244 23.414 -0.56
C -0.106 5.067 17.351 -0.66
H -0.556 7.532 16.533 0.40
H 4.575 0.215 28.173 0.35
O -1.340 -1.777 24.168 -0.59
C 4.750 7.204 21.671 -1.13
C -5.655 3.457 21.910 -0.55
H 0.372 3.797 22.481 -0.27
H 4.033 2.723 27.159 0.16
C 2.057 2.100 19.934 -0.33
N 0.713 -2.549 23.871 0.37
H -5.979 6.092 20.669 0.31
C 1.987 -0.166 20.847 -0.64
H 3.724 7.584 24.257 0.43
C -4.929 -0.637 26.219 -1.01
O 4.813 -0.508 24.586 -0.60
H 6.205 5.397 29.980 0.35
C -2.159 0.938 15.057 -0.98
C 4.117 3.866 29.819 -0.80
N -0.387 4.888 26.008 0.30
O -2.608 7.713 20.545 -0.46
O -3.067 3.836 22.785 -0.48
C -4.342 0.233 23.951 0.01
C -5.263 5.326 20.346 -0.80
H -1.218 6.603 25.081 0.43
H -0.636 -0.501 17.675 -0.03
H 4.265 4.384 30.756 0.38
H 3.051 0.191 27.216 0.14
N -3.612 0.085 19.935 0.68
H -1.740 5.541 27.337 0.43
O 2.456 2.283 24.287 -0.42
N 4.131 6.270 22.679 0.30
H 1.638 4.624 25.620 0.43
H 1.145 -4.576 23.367 0.32
H -1.123 11.083 21.406 0.35
H -2.671 2.084 19.505 0.19
C -0.169 8.005 21.973 -0.89
H -2.308 4.206 26.336 0.26
H -1.828 2.517 23.918 -0.12
H -2.430 1.988 15.105 0.33
C 3.976 1.204 21.214 -0.56
N 2.680 1.098 20.559 0.28
C -2.689 1.235 20.289 -0.60
H -1.220 3.791 27.599 0.26
H -1.059 1.567 25.297 0.23
H -5.047 -1.556 25.589 0.34
H -3.051 0.283 15.112 0.30
O 0.977 2.046 19.369 -0.43
C -1.319 -0.567 16.783 0.47
H 4.833 6.713 20.712 0.26
H 5.050 3.040 25.896 0.29
H 1.487 2.510 22.266 -0.63
H 5.974 6.291 28.548 0.41
H -2.267 -1.553 19.728 0.25
C 1.284 -1.309 24.188 -0.05
C 1.332 1.882 24.569 -0.58
H -0.647 2.477 16.531 0.04
C 5.988 5.331 28.893 -1.06
C -4.589 1.694 25.805 0.07
H -1.680 0.834 20.548 0.21
H -1.421 0.727 23.736 0.34
O -1.871 -1.581 16.437 -0.60
H 1.110 1.477 25.616 0.28
H -0.557 6.990 21.608 -0.11
C 0.810 4.334 26.305 0.11
C 1.628 -3.642 23.665 -0.91
H 2.620 3.046 19.957 0.57
H -3.405 -0.281 23.933 0.20
N -4.804 4.595 21.529 0.19
H 1.326 -0.465 20.014 -0.01
H -2.969 1.748 21.205 -0.09
H -4.412 5.823 19.895 0.24
H 0.272 6.108 24.406 0.16
H 1.495 5.875 19.242 0.28
C -1.085 1.692 24.201 -0.98
H -4.986 -0.433 23.392 0.45
C 4.119 6.653 24.025 -0.70
O 1.067 7.898 19.313 -0.67
H 2.052 -1.064 23.475 0.06
N 0.258 1.983 23.742 2.24
O -4.983 1.498 18.755 -0.58
H -6.459 3.918 22.407 0.41
H -5.318 -0.526 18.946 0.28
N -4.674 0.477 25.302 0.13
H -3.936 -1.983 19.924 0.49
H -1.115 4.597 17.340 0.31
H -1.741 0.702 14.058 0.32
H 2.428 -3.372 22.935 0.23
C -0.612 -2.690 23.926 -0.13
H 0.554 -0.509 24.304 -0.52
H 2.833 4.732 27.833 0.22
O 0.987 3.477 27.192 -0.80
N -0.149 6.308 18.151 0.37
H -5.799 4.698 19.593 0.29
C -4.677 0.346 19.131 -0.08
H -2.884 -1.437 21.307 0.16
H -1.998 7.042 17.428 0.27
C 4.170 0.061 27.187 -0.99
H 3.928 0.395 21.929 0.15
H -4.196 2.475 25.129 0.35
```

The net charge is 0. The highest occupied orbital energy is -0.3254 hartree.

***

Quick one: most stable of them? two

***

one | Entry from the Open Molecules 2025 dataset: an isolated molecule of CH3ClO2S (ωB97M-V with the def2-TZVPD basis set).

The geometry in XYZ format:
```
8
Properties=species:S:1:pos:R:3:mulliken_charge:R:1
Cl 4.775 -0.867 0.023 -0.15
O 1.415 0.240 -0.680 -0.21
H -0.463 -0.258 -0.949 0.25
S 3.833 0.945 -0.040 0.25
O 2.386 0.664 0.422 -0.16
H 0.183 -0.763 0.636 0.23
C 0.166 0.039 -0.109 -0.45
H -0.229 0.956 0.339 0.23
```

The net charge is 0. The highest occupied orbital energy is -0.3436 hartree.

***

two | Entry from the Open Molecules 2025 dataset: an isolated molecule of CH3ClO2S (ωB97M-V with the def2-TZVPD basis set).

The geometry in XYZ format:
```
8
Properties=species:S:1:pos:R:3:mulliken_charge:R:1
H -1.054 -0.655 -0.293 0.28
O 0.405 -0.885 1.315 -0.45
C -0.432 -0.099 0.545 -0.35
S 0.601 1.107 -0.451 0.56
H 0.958 -1.198 0.659 0.32
O 1.368 0.001 -1.007 -0.58
Cl -0.623 1.465 -2.007 -0.16
H -1.222 0.264 1.240 0.37
```

The net charge is 0. The highest occupied orbital energy is -0.3675 hartree.

***

Quick one: most stable of them? two